# 1
Computed, not measured: the molecule C8H16OS in a non-equilibrium geometry, with ωB97M-V/def2-TZVPD.

Last columns: bonded neighbours and bond lengths (Å).
Element x y z (Å)
1 C 1.19 -1.81 3.33  C2 1.517, H11 1.125, H12 1.184, H13 1.199
2 C 0.79 -0.80 2.28  C1 1.517, S3 1.735, H14 1.050
3 S 0.13 -1.17 0.72  C2 1.735, O4 1.462, C5 1.789, H15 1.634
4 O -1.00 -2.10 0.74  S3 1.462
5 C -0.67 0.39 0.40  S3 1.789, C6 1.591, C10 1.513, H16 1.127
6 C 0.37 1.50 -0.09  C5 1.591, C7 1.610, H17 1.130, H18 1.194
7 C 0.97 1.15 -1.54  C6 1.610, C8 1.529, H19 1.104, H20 1.035
8 C -0.17 0.97 -2.53  C7 1.529, C9 1.493, H21 1.177, H22 1.212
9 C -1.19 0.00 -2.01  C8 1.493, C10 1.582, H23 1.121, H24 1.075
10 C -1.80 0.37 -0.60  C5 1.513, C9 1.582, H25 1.187, H26 1.098
11 H 0.29 -2.45 3.58  C1 1.125
12 H 2.00 -2.66 3.22  C1 1.184
13 H 1.38 -1.06 4.25  C1 1.199
14 H 1.63 -0.17 2.20  C2 1.050
15 H 0.99 -1.41 -0.65  S3 1.634
16 H -1.10 0.66 1.41  C5 1.127
17 H 1.29 1.66 0.55  C6 1.130
18 H -0.15 2.57 -0.09  C6 1.194
19 H 1.63 0.26 -1.51  C7 1.104
20 H 1.61 1.89 -1.88  C7 1.035
21 H -0.87 1.86 -2.86  C8 1.177
22 H 0.25 0.43 -3.53  C8 1.212
23 H -2.06 -0.16 -2.69  C9 1.121
24 H -0.64 -0.90 -1.81  C9 1.075
25 H -2.39 1.40 -0.62  C10 1.187
26 H -2.48 -0.42 -0.26  C10 1.098

Calculated values
ΔE to the lowest compared entry with this formula, charge and spin ... 139.3 kcal per mole
LUMO ... 0.0071 Ha
Gap between HOMO and LUMO ... 7.97 eV
Charge ... 0
Calculated total energy ... -787.630546 hartree

Results of the Löwdin charge analysis, in e, for atoms 1 through 4: atom 1 (C): -0.213, atom 2 (C): -0.395, atom 3 (S): 0.837, atom 4 (O): -0.415

=====

# 2
Computed, not measured: a cluster of 2 separate species, C6H12N2O in total in a non-equilibrium geometry, with ωB97M-V/def2-TZVPD.

Last columns: bonded neighbours and bond lengths (Å).
Element x y z (Å)
1 C -1.42 -2.75 -2.33  C2 1.490, H7 1.094, H8 1.092, H9 1.087
2 C -0.68 -1.48 -2.13  C1 1.490, C3 1.360, N6 1.372
3 C -0.71 -0.66 -1.05  C2 1.360, N4 1.380, H10 1.076
4 N 0.28 0.28 -1.26  C3 1.380, C5 1.365, H11 1.009
5 C 0.85 -0.03 -2.46  N4 1.365, N6 1.297, H12 1.079
6 N 0.29 -1.07 -3.01  C2 1.372, C5 1.297
7 H -2.51 -2.70 -2.25  C1 1.094
8 H -1.11 -3.52 -1.62  C1 1.092
9 H -1.21 -3.15 -3.32  C1 1.087
10 H -1.23 -0.65 -0.11  C3 1.076
11 H 0.76 0.66 -0.45  N4 1.009
12 H 1.60 0.66 -2.81  C5 1.079
13 C 1.52 1.56 2.87  C14 1.519, H16 1.086, H17 1.082, H18 1.093
14 C 0.01 1.56 2.67  C13 1.519, O15 1.425, H19 1.096, H20 1.095
15 O -0.27 1.50 1.27  C14 1.425, H21 0.967
16 H 1.96 0.59 3.06  C13 1.086
17 H 1.84 2.26 3.64  C13 1.082
18 H 2.00 1.83 1.93  C13 1.093
19 H -0.46 0.71 3.18  C14 1.096
20 H -0.40 2.47 3.13  C14 1.095
21 H -1.12 1.91 1.06  O15 0.967

Calculated values
ΔE to the lowest compared entry with this formula, charge and spin ... 19.4 kcal per mole
LUMO ... 0.0234 Ha
Gap between HOMO and LUMO ... 8.94 eV
Charge ... 0
Calculated total energy ... -420.552938 hartree

Results of the Löwdin charge analysis, in e, for atoms 1 through 4: atom 1 (C): -0.056, atom 2 (C): -0.367, atom 3 (C): -0.077, atom 4 (N): 0.033